Entry 1:
{
  "formula": "C4H9N2",
  "method": "ωB97M-V with the def2-TZVPD basis set",
  "multiplicity": 3,
  "charge": 1,
  "e_tot_ha": -266.8861,
  "s2": 2.009,
  "fmax_ha_per_bohr": 0.087,
  "lumo_energy_ev": [-4.067, -8.305],
  "species": ["C", "C", "C", "C", "N", "N", "H", "H", "H", "H", "H", "H", "H", "H", "H"],
  "coordinates": [[-1.423843, 0.055179, 0.834619], [0.916440, -0.102053, 0.241661], [-2.202060, 0.024602, -0.449864], [1.638896, 1.036122, -0.357949], [-0.194472, -0.064443, 0.993296], [1.523961, -1.308925, 0.240101], [-2.076988, 0.059395, 1.755156], [-2.430731, -0.936941, -0.704695], [-2.930621, 0.728026, -0.421865], [-1.562991, 0.392386, -1.202076], [1.997910, 1.611147, 0.408382], [2.274568, 0.587298, -1.124914], [0.872715, 1.607139, -0.843536], [2.417306, -1.481777, -0.122198], [1.179909, -2.207160, 0.753880]],
  "forces_ev_per_angstrom": [[-2.474, 0.304, 2.043], [1.285, -0.689, -0.252], [3.432, 1.527, 0.368], [-2.401, -1.870, -2.119], [-0.220, -0.829, -0.096], [-1.390, -3.449, 2.479], [0.835, -0.212, -0.636], [-1.155, -2.595, -0.332], [-2.839, 1.526, 0.329], [0.951, 0.276, -1.227], [1.819, 1.539, 1.605], [0.481, 0.777, 0.296], [-0.150, 0.761, -0.649], [1.514, 0.338, -0.738], [0.310, 2.594, -1.073]],
  "lowdin_charge": [-0.081, -0.383, 0.023, 0.022, 0.223, 0.228, 0.176, 0.079, 0.066, 0.077, 0.071, 0.110, 0.089, 0.106, 0.195]
}

Entry 2:
{
  "formula": "C14H24F3N3OSSe2Te2Tl",
  "method": "ωB97M-V with the def2-TZVPD basis set",
  "charge": 1,
  "e_tot_ha": -6996.3517,
  "fmax_ha_per_bohr": 0.010,
  "lumo_energy_ev": [-4.627, -4.701],
  "species": ["Tl", "Se", "Te", "Te", "Se", "O", "S", "C", "C", "C", "C", "H", "H", "H", "H", "H", "H", "H", "H", "F", "C", "F", "F", "C", "C", "C", "N", "C", "C", "H", "H", "H", "H", "C", "C", "C", "C", "N", "N", "H", "H", "H", "H", "H", "H", "H", "H", "H", "H", "H", "H"],
  "coordinates": [[0.096216, -0.007315, 1.192339], [0.619970, 2.855114, -1.012813], [-0.421384, 4.984843, -0.828621], [-2.960585, 4.342642, -0.120087], [-2.845932, 1.991229, 0.136157], [1.814528, -0.025819, -0.706762], [3.004752, -0.636041, -1.432568], [3.904238, 0.746223, -2.188663], [5.355400, 0.610909, -1.746793], [5.288564, 0.240499, -0.266708], [4.304741, -0.924766, -0.192546], [3.425106, 1.634202, -1.770549], [3.750040, 0.719297, -3.265703], [5.913902, 1.527600, -1.931684], [5.845219, -0.190060, -2.307669], [4.913315, 1.085351, 0.314297], [6.262482, -0.036063, 0.134732], [3.779768, -1.028740, 0.756546], [4.773906, -1.877115, -0.447208], [2.452305, -6.701216, -1.371562], [2.606960, -6.434350, -0.071233], [2.037770, -7.423724, 0.627714], [3.919554, -6.450016, 0.200882], [2.005979, -5.100220, 0.304117], [1.414874, -4.286845, -0.641944], [0.889208, -3.071044, -0.228464], [0.932920, -2.657040, 1.042617], [1.504051, -3.461440, 1.947116], [2.053286, -4.688494, 1.626586], [1.358751, -4.585411, -1.679833], [0.398901, -2.415840, -0.941509], [1.520526, -3.103776, 2.971631], [2.503239, -5.308659, 2.390489], [-2.966436, -2.306760, -3.275914], [-3.129951, -2.408082, -1.763170], [-2.988947, -3.858627, -1.318062], [-4.496047, -1.852080, -1.347380], [-1.997165, -1.634223, -1.197366], [-2.079894, -1.357125, 0.203511], [-3.672911, -2.967023, -3.779497], [-1.953906, -2.592548, -3.572093], [-3.153353, -1.284994, -3.621988], [-3.777140, -4.468839, -1.763209], [-3.079250, -3.963060, -0.232342], [-2.021056, -4.260600, -1.626878], [-5.283857, -2.309283, -1.948621], [-4.546325, -0.770538, -1.505253], [-4.727319, -2.062370, -0.299514], [-1.938841, -0.735500, -1.663988], [-2.106723, -2.243997, 0.695354], [-2.942348, -0.866166, 0.437106]],
  "forces_ev_per_angstrom": [[0.013, 0.082, 0.085], [-0.102, 0.118, 0.060], [0.499, -0.055, -0.173], [-0.401, -0.229, 0.155], [0.022, 0.090, -0.047], [0.242, -0.009, -0.150], [-0.378, -0.062, 0.083], [0.027, 0.036, -0.056], [-0.003, -0.053, 0.025], [-0.014, -0.028, -0.027], [0.036, 0.037, 0.068], [0.019, 0.018, -0.022], [-0.001, 0.014, 0.019], [-0.037, 0.020, 0.012], [0.018, 0.044, 0.001], [0.007, 0.001, -0.012], [-0.014, -0.013, 0.018], [0.032, -0.046, 0.014], [-0.004, 0.035, 0.001], [0.017, -0.044, -0.016], [-0.077, 0.135, 0.028], [-0.005, -0.063, 0.003], [0.077, -0.031, -0.008], [0.028, -0.059, -0.009], [-0.027, 0.032, -0.070], [-0.008, -0.006, 0.135], [0.034, -0.171, -0.169], [-0.062, 0.153, -0.030], [0.010, -0.012, 0.055], [-0.008, 0.019, 0.031], [0.015, -0.007, 0.072], [-0.006, -0.008, -0.056], [-0.008, 0.021, -0.007], [0.047, 0.034, -0.035], [-0.039, 0.108, -0.037], [0.024, -0.075, 0.018], [0.003, 0.004, 0.008], [-0.002, -0.072, 0.094], [0.017, 0.093, -0.071], [0.010, 0.035, 0.006], [-0.066, -0.002, 0.019], [0.016, -0.065, 0.018], [0.034, 0.024, 0.030], [0.005, -0.001, -0.051], [-0.057, 0.014, 0.011], [0.028, -0.001, 0.047], [0.008, -0.015, -0.018], [0.013, 0.018, -0.055], [0.018, 0.062, 0.004], [0.120, -0.028, -0.003], [-0.124, -0.094, 0.004]],
  "lowdin_charge": [0.787, -0.138, 0.289, 0.297, -0.194, -0.820, 0.952, -0.308, -0.226, -0.219, -0.304, 0.067, 0.096, 0.122, 0.120, 0.121, 0.120, 0.090, 0.096, 0.154, -0.595, 0.163, 0.158, -0.097, 0.026, -0.157, -0.020, -0.111, 0.020, 0.129, 0.086, 0.119, 0.134, -0.043, -0.636, -0.043, -0.046, -0.071, -0.085, 0.092, 0.086, 0.089, 0.093, 0.076, 0.081, 0.092, 0.079, 0.080, 0.102, 0.075, 0.022]
}

Entry 3:
{
  "formula": "C24H33FN3NdSi2",
  "method": "ωB97M-V with the def2-TZVPD basis set",
  "multiplicity": 4,
  "e_tot_ha": -2338.9343,
  "s2": 3.755,
  "fmax_ha_per_bohr": 0.067,
  "lumo_energy_ev": [-0.602, -0.596],
  "species": ["Nd", "C", "Si", "C", "C", "N", "C", "C", "C", "C", "C", "C", "N", "Si", "C", "C", "C", "H", "H", "H", "H", "H", "H", "H", "H", "H", "H", "H", "H", "H", "H", "H", "H", "H", "H", "H", "H", "H", "H", "N", "C", "C", "C", "C", "C", "C", "H", "H", "H", "H", "H", "H", "H", "F", "C", "C", "C", "C", "C", "C", "H", "H", "H", "H"],
  "coordinates": [[12.603274, 7.782143, 7.841830], [11.343090, 6.480798, 12.135362], [12.842410, 6.706177, 11.035896], [14.401609, 6.509436, 12.080491], [12.839022, 5.505247, 9.527081], [12.629391, 8.192244, 10.119675], [12.580593, 9.490473, 10.543385], [12.636941, 9.904370, 11.898082], [12.493701, 11.222592, 12.282481], [12.337662, 12.221675, 11.321298], [12.309500, 11.879213, 9.978692], [12.416817, 10.538857, 9.494110], [12.376866, 10.123393, 8.209790], [12.474910, 11.046532, 6.698805], [12.481462, 9.606635, 5.438147], [13.987368, 12.170685, 6.656734], [10.912279, 12.076606, 6.503505], [11.569776, 5.711859, 12.883198], [10.464220, 6.116488, 11.601666], [11.065830, 7.410878, 12.646318], [14.285259, 5.563584, 12.613846], [14.516687, 7.305163, 12.818843], [15.319749, 6.418851, 11.517542], [13.041759, 4.478047, 9.860708], [13.641903, 5.687726, 8.744845], [11.861409, 5.433544, 8.970910], [12.737730, 9.129722, 12.634700], [12.495711, 11.479518, 13.328690], [12.246677, 13.259616, 11.631973], [12.172964, 12.666895, 9.242786], [13.123068, 8.708142, 5.612962], [12.933464, 9.962644, 4.508207], [11.456935, 9.244518, 5.189490], [14.938257, 11.656874, 6.504244], [14.089501, 12.811474, 7.538427], [13.826509, 12.832726, 5.785433], [9.991687, 11.463859, 6.430288], [11.034122, 12.644813, 5.575707], [10.763139, 12.760383, 7.337078], [15.062254, 7.411314, 7.355864], [15.914211, 8.065938, 8.347432], [16.788810, 7.288298, 9.101147], [17.486802, 7.860843, 10.155494], [17.194794, 9.154633, 10.553043], [16.273763, 9.912396, 9.833876], [15.745290, 9.425103, 8.642351], [15.342233, 6.421808, 7.254637], [15.219060, 7.872452, 6.435748], [16.971842, 6.249396, 8.810650], [18.144851, 7.247543, 10.765463], [17.661342, 9.562277, 11.442688], [15.969392, 10.903390, 10.164340], [15.135518, 10.062231, 8.000131], [6.087322, 7.414984, 7.123984], [7.450076, 7.309174, 7.248623], [8.197954, 7.113161, 6.086525], [9.595885, 7.086297, 6.167163], [10.195932, 7.260521, 7.401174], [9.454374, 7.379802, 8.567014], [8.052110, 7.462491, 8.486959], [7.690251, 7.005183, 5.127838], [10.178690, 6.922502, 5.256069], [9.907037, 7.463836, 9.565498], [7.465852, 7.709899, 9.366907]],
  "forces_ev_per_angstrom": [[-1.644, 1.640, 1.538], [0.120, -0.705, 0.229], [-0.451, 1.985, -1.059], [-0.482, -0.378, -0.112], [0.126, -0.719, -0.597], [0.728, -1.588, -0.452], [-0.310, 2.454, -0.148], [-0.222, -0.629, -1.455], [0.005, 0.767, -0.304], [0.134, -0.438, 0.610], [0.051, -0.928, -1.130], [0.249, 0.128, 3.408], [0.540, -0.785, -2.491], [-0.791, -1.037, 2.916], [0.102, -0.166, -0.737], [-0.257, 0.198, -0.894], [0.013, -0.426, -0.724], [-0.123, 0.150, 0.152], [-0.001, 0.121, -0.170], [0.189, -0.164, -0.137], [0.021, -0.044, 0.222], [-0.090, 0.007, -0.085], [0.226, 0.181, -0.307], [-0.050, 0.151, -0.096], [-0.468, -0.255, 0.983], [0.582, 0.175, 0.560], [0.092, -0.222, 0.403], [0.054, 0.045, 0.207], [-0.036, -0.142, -0.124], [0.017, 0.011, -0.012], [-0.255, 0.560, 0.020], [-0.208, 0.098, -0.175], [0.618, 0.255, 0.272], [-0.033, -0.036, -0.034], [-0.223, -0.222, -0.032], [0.297, -0.065, 0.272], [0.575, 0.158, -0.025], [-0.350, 0.225, 0.046], [0.199, 0.077, 0.010], [1.494, 0.088, -1.210], [-0.034, -0.068, 0.345], [0.125, -0.067, -0.482], [-0.316, -0.256, 0.390], [-0.247, 0.127, 0.160], [0.364, 0.279, -0.491], [-0.424, -0.565, 0.127], [0.021, 0.752, -0.049], [-0.048, -0.543, 0.652], [-0.139, 0.245, 0.207], [0.076, 0.118, -0.251], [-0.089, -0.014, -0.057], [0.244, -0.121, -0.084], [-0.115, -0.252, 0.391], [0.683, -0.103, 0.199], [0.195, 0.242, -0.443], [-0.158, -0.103, -0.243], [-1.423, 0.089, 0.237], [2.528, -0.605, 0.269], [-1.410, 0.291, -0.182], [0.094, 0.020, 0.160], [-0.037, 0.001, 0.264], [-0.171, 0.136, 0.162], [-0.037, 0.125, -0.498], [-0.122, -0.249, -0.121]],
  "lowdin_charge": [1.682, -0.164, 0.412, -0.154, -0.231, -0.262, -0.326, -0.075, -0.138, -0.136, -0.069, -0.342, -0.247, 0.408, -0.209, -0.172, -0.166, 0.027, 0.024, 0.036, 0.027, 0.034, 0.002, 0.042, -0.013, 0.022, 0.073, 0.086, 0.090, 0.078, -0.033, 0.036, 0.038, 0.014, 0.035, 0.033, 0.045, 0.023, 0.023, -0.060, -0.308, -0.061, -0.094, -0.078, -0.047, -0.034, 0.098, 0.107, 0.116, 0.110, 0.107, 0.120, 0.080, 0.021, -0.273, -0.034, -0.178, -0.342, -0.159, -0.021, 0.109, 0.079, 0.073, 0.112]
}